Record 1
A cluster of 5 separate species, C31H65FI2N7O13P2Si in total, computed with ωB97M-V with the def2-TZVPD basis set.

Output
HOMO energy = -4.964 eV
DFT total energy = -115627.15841 eV
gap between HOMO and LUMO = 6.664 eV
strongest force on any atom = 0.070 Eh/bohr

```
! wB97M-V def2-TZVPD RIJCOSX def2/J DEFGRID3
* xyz -1 1
H -2.5900 4.1902 -3.0596
H 5.7472 4.0028 -2.8292
H -1.0518 2.5069 0.6352
H -4.1285 -2.0108 4.1289
H 8.2635 1.4184 -0.6020
H -0.1976 2.6675 2.8528
Si -2.5248 1.6602 3.1708
H 5.7654 -3.9263 2.1060
H 7.6712 -2.1789 6.0938
C -3.4893 2.5647 0.6600
H 6.7648 -0.5272 -0.9460
H -0.9768 3.1409 4.3947
H -0.4017 0.1733 -1.2326
C 5.3760 0.9880 1.6899
H -4.3682 1.9241 4.8517
H 5.4802 -1.5376 2.6751
C -1.1366 2.9569 3.3263
C -2.9535 -1.8570 2.3808
H 8.7403 0.0580 0.4327
C 5.5232 0.1145 0.4719
C -5.2371 -0.0170 0.1524
C -2.4660 4.1092 -1.1416
O -10.2591 -0.4980 0.9843
O -2.1192 4.9476 -0.4127
H -7.5038 2.3501 0.7950
H -2.4595 -3.1520 -4.7718
C -1.2466 -5.7677 -5.3807
O -5.1369 -2.9092 0.4480
C -6.3332 0.9421 -0.3662
O -1.8912 4.0308 -2.4085
H -5.9256 1.9007 -0.6939
C -3.5072 3.0387 -0.8070
H 5.7964 -4.2842 3.8439
O -2.9496 0.0610 -0.5274
H 5.5777 2.0303 1.4368
C -9.4915 0.3499 1.1791
C -1.9738 0.4002 4.5206
H 0.6519 -2.2637 -2.3601
H 2.5414 1.9983 -2.1790
H 4.5136 2.8671 -2.2702
C -4.1214 2.4323 3.9094
H 6.2556 -3.2141 5.8702
H -1.2521 1.6508 -1.7014
H -9.4929 0.8657 2.1567
C -2.2970 -1.0379 1.5681
H -0.3968 -5.5843 -6.0416
H -2.8291 -0.0416 5.0388
H 7.8007 1.3998 1.1124
C -0.6428 1.1901 -0.9218
H -1.4514 -6.8406 -5.3643
H -4.4574 3.5727 -0.9884
C -1.1125 1.4168 0.5236
C 7.0837 -2.7219 5.3588
C -7.3807 1.2653 0.7278
N 2.2786 0.0218 -1.5595
H 7.9837 3.3827 -3.1033
C 0.7374 1.9478 -1.0610
F -4.6035 0.1467 -2.2182
P -6.1516 -1.6524 0.2423
H 6.0591 0.6507 2.4721
H -4.3866 -0.4609 3.3738
N 6.7396 0.0778 -0.1386
H -3.4440 2.2972 -1.6052
H -4.9945 2.3184 3.2632
O -8.6575 0.7648 0.2128
C -1.5327 -4.3896 -3.2778
O 6.8101 -0.5480 4.3947
H -6.8671 0.5422 -1.2267
N 1.6509 -2.2673 -2.1785
C 7.9508 0.7842 0.2316
C -4.1422 -0.3361 -0.9595
H -2.9691 3.3566 1.2223
I -0.4725 -1.9013 0.7826
P -2.8419 0.7545 1.1160
H 1.8219 -2.4060 -1.1885
H -7.1486 0.7843 1.6772
H 1.2521 1.1582 -3.0425
H 7.7230 -3.4678 4.8845
C 6.5624 -1.7465 4.3323
H 3.1773 -0.0136 -3.7814
C 1.7050 1.2918 -2.0552
H 6.2000 2.6092 -1.8053
H -6.3853 -1.4839 -1.8830
C 5.7280 2.1065 -3.8415
H 8.4991 3.4387 -4.7999
H -3.5243 -4.4141 -4.0890
N 2.7559 -0.9425 -3.6925
H -4.5140 2.6728 1.0291
C 8.1623 2.7861 -3.9920
H -5.1138 -3.4526 -0.3530
H -0.1134 -5.7490 -3.5870
H -5.1081 -1.9251 2.7160
H -2.1161 -5.2450 -5.7654
H 7.0169 1.5002 -5.2332
H -1.4673 3.9112 2.8945
H -3.1167 -2.9774 -3.1399
I -2.3547 -3.9090 2.8203
C -4.1958 -1.5095 3.1533
H 1.2071 1.8917 -0.0692
C 5.5426 2.9544 -2.6062
H -3.9395 3.4744 4.1983
C -2.7367 -3.6921 -3.8653
H 4.3571 0.9141 2.0623
O -1.1192 -4.1327 -2.1618
O -4.5998 0.4537 1.2527
O 4.5975 -0.5503 0.0296
O -6.8735 -1.9757 -1.1970
C 2.2563 -1.0310 -2.5474
H -0.3739 1.0421 1.2491
O -7.1700 -1.7237 1.2865
H -1.3036 -0.3683 4.1219
O 4.8188 1.4548 -4.3247
H 3.2435 0.1727 -1.2826
N 6.9649 2.0863 -4.4144
C 5.4005 -3.6157 3.0863
H 4.3115 -3.6750 3.0878
H 8.9478 2.0566 -3.7825
H -3.9801 -1.4069 -1.1767
H -1.3963 0.9068 5.3086
N 5.7990 -2.2404 3.3249
N -0.9086 -5.3285 -4.0421
H 0.5626 3.0102 -1.2700
*
```



Record 2
A cluster of 4 separate species, C31H66BBrClN3O7S in total, computed with ωB97M-V with the def2-TZVPD basis set.

Output
HOMO energy = -8.070 eV
DFT total energy = -146096.23024 eV
gap between HOMO and LUMO = 8.213 eV
SMILES = CCB(O)[C@@]1(CCCCOC=O)[C@@H](CC(=O)Cl)[C@H](Br)COS1(=O)=O.CCN(CC)CC.CCN(CC)CC.CCN(CC)CC
strongest force on any atom = 0.062 Eh/bohr

```
! wB97M-V def2-TZVPD RIJCOSX def2/J DEFGRID3
* xyz 0 1
H -1.4683 -4.0312 -6.8326
C 0.2585 -2.6905 6.9767
H -0.1051 -3.1563 -4.0508
C 4.6296 2.2181 0.9420
H 3.4795 -1.3630 5.8107
C -2.1430 0.2013 -7.4749
H 1.6326 -2.5494 5.3962
C -2.7666 5.0966 -1.0630
C -3.3421 3.6252 0.7777
N -0.1653 -1.1936 -8.3120
H -2.3606 1.2518 -7.2687
C -0.2595 -1.9769 4.6195
C -0.3703 -0.2047 -10.5905
C -0.8779 -0.6559 4.1544
C -0.9675 -2.0870 7.6134
O 5.0685 1.7338 -0.0233
H -0.1536 0.0738 -6.6595
C 4.4808 -0.3526 3.4800
H -0.4773 -1.1871 0.7982
H -3.5429 4.5396 1.3431
B 1.8220 -0.3072 7.6329
H -2.1226 -2.4574 -6.4403
H -1.3408 -0.8535 3.1833
H 0.3047 -2.2296 -6.5680
H 0.9482 -0.5807 -2.6759
H 1.6042 0.6080 9.5872
C 0.1695 -2.5313 -0.7650
H -2.7001 -0.0769 -8.3707
H -2.1662 -2.0039 -4.2121
H -3.2008 2.3963 -2.7216
O 2.6956 -1.2618 8.1814
H -3.8131 1.7533 -1.1903
H 0.2305 0.9042 8.5342
C -0.6298 0.0107 -7.6421
C 0.8123 -1.9228 5.7543
C 4.6537 0.2006 2.0707
C -0.5444 -1.2615 -0.2888
N -2.3860 3.9369 -0.2698
H 2.2119 2.7829 9.1244
O 1.5318 1.9458 5.1048
H 1.0248 -2.9762 7.6988
H 1.0709 -2.6613 -0.1588
H -0.4474 -3.3988 -0.5135
H -4.8828 4.5902 -1.3574
C 2.9126 -0.5155 5.4160
H 3.8916 -0.1669 1.3758
H -1.1294 3.1460 -1.7353
C 2.9707 -0.4810 3.8853
H -1.0942 -0.7955 -3.5197
C -4.0401 5.0070 -1.9097
O -0.4992 1.3391 6.1581
H -1.6050 -1.2811 -0.5382
O -1.7112 -1.3487 7.1399
H -2.8760 5.9420 -0.3757
H -1.3332 2.1521 -0.3411
N 0.5485 -2.6055 -2.1660
H -0.0814 -3.6601 6.5750
H -0.2376 0.8745 -8.1851
C 2.7159 -1.4265 -1.8115
H -1.0960 -2.5736 4.9777
H 3.3590 -0.6626 -2.2513
H 2.5098 -1.1197 -0.7843
H -3.5978 2.4314 2.5482
H -2.2306 -3.0762 -8.0946
C -2.9115 1.9405 -1.7756
H -0.1252 -2.2550 -10.0934
H -1.7165 -0.3811 4.8018
H 2.6491 2.2719 7.4378
H -2.4714 0.9689 -2.0149
C -0.2192 -2.4079 -7.5124
H 4.1477 3.2066 0.9249
C -1.8869 2.8010 -1.0258
H -4.3311 6.0078 -2.2376
H -2.5326 -0.3713 -6.6340
C -1.5640 -1.7624 -3.3331
C 1.8766 2.2970 8.2061
C -0.6390 -1.3868 -9.6709
H 5.6113 -0.1540 1.6740
C -2.8510 2.5754 1.7653
C 1.3280 0.8638 8.5573
H 1.7411 -1.8016 -3.6617
H -1.9283 5.3692 -1.7107
H -1.9203 2.8875 2.2421
H 3.2734 -2.3645 -1.7908
H 0.3804 -3.1670 -8.0256
Cl -1.2415 -2.5790 9.3372
H 0.6958 0.0237 -10.6356
C -0.5447 -2.8780 -3.0866
H 3.5401 -0.7915 8.2747
H -0.9061 0.6924 -10.2769
H 5.0678 0.1762 4.2347
O 4.6895 1.6402 2.1622
S 0.6089 0.9037 5.3739
H -3.8901 4.4161 -2.8124
O 0.0380 0.4161 3.9365
H -0.1065 -0.3518 -0.7040
H 3.3977 0.3943 5.8013
H -1.7153 -1.6155 -9.7033
H -1.0726 -3.7758 -2.7522
Br 0.3730 -3.0003 3.0419
H -4.3087 3.2935 0.3681
H 2.4756 0.3670 3.4175
H 4.8627 -1.3833 3.4442
C 1.4441 -1.5630 -2.6362
C 1.4599 -0.5288 6.0663
C -1.5932 -3.0139 -7.2121
H -2.2592 -1.6562 -2.5010
H 2.6635 -1.4573 3.5034
H -2.6915 1.6052 1.2902
H 1.0364 2.8936 7.8482
H -0.7066 -0.4429 -11.6010
*
```